Entry 1:
{
  "formula": "C6H11NS",
  "method": "ωB97M-V/def2-TZVPD",
  "elements": ["H", "H", "C", "H", "H", "N", "C", "C", "H", "S", "H", "C", "H", "H", "C", "C", "H", "H", "H"],
  "xyz": [[-1.383, -1.419, 1.106], [-2.005, 1.084, 0.711], [0.724, -1.109, 0.798], [-1.765, -0.723, -2.791], [1.514, -1.497, 1.597], [0.005, 1.668, 0.327], [-0.830, 0.433, -0.951], [-0.988, 0.616, 0.518], [-0.561, -0.317, 2.190], [-1.239, -1.131, -1.465], [1.887, -0.789, -0.943], [-0.690, -0.525, 1.223], [-1.437, 1.243, -1.462], [0.467, -2.042, 0.240], [0.593, 0.792, -0.796], [1.528, -0.083, -0.159], [0.495, 2.003, 1.104], [2.436, 0.383, 0.162], [1.248, 1.411, -1.410]],
  "nbo_charge": [0.232, 0.196, -0.415, 0.149, 0.220, -0.630, -0.395, -0.072, 0.218, -0.019, 0.209, -0.455, 0.261, 0.215, -0.073, -0.424, 0.354, 0.222, 0.207],
  "e_above_lowest_ev": 3.3101,
  "total_charge": 0
}

Entry 2:
{
  "formula": "C13H26FN3O9S",
  "method": "ωB97M-V/def2-TZVPD",
  "elements": ["H", "O", "C", "C", "O", "H", "H", "N", "O", "H", "H", "C", "C", "C", "H", "N", "O", "H", "H", "H", "H", "H", "H", "C", "H", "O", "C", "H", "H", "C", "C", "C", "H", "O", "H", "H", "S", "H", "H", "O", "C", "H", "H", "C", "F", "H", "H", "N", "H", "O", "H", "O", "C"],
  "xyz": [[0.213, -2.444, -5.280], [-2.818, -1.280, -0.382], [1.830, 4.409, 4.612], [1.957, 3.531, 3.371], [1.033, -0.866, -2.930], [0.975, -1.553, -0.495], [-0.263, -4.045, -4.861], [-0.436, -3.049, -0.360], [-0.270, 2.374, -0.503], [2.729, 5.012, 4.738], [-0.156, 3.696, 2.832], [0.625, 2.928, 2.903], [-2.845, -0.306, 0.601], [1.636, -3.565, -4.127], [-0.100, -3.172, 0.584], [2.971, 2.503, 3.620], [-0.390, 0.324, -1.018], [2.564, 1.817, 4.250], [0.772, 2.533, 1.895], [-2.930, -1.458, -2.407], [-0.935, -0.899, 1.252], [-1.680, 0.344, 2.274], [2.319, 4.167, 2.558], [0.571, -2.332, -1.132], [-1.027, -3.531, -2.745], [-1.077, 0.231, -3.195], [0.219, -3.153, -4.467], [-2.243, -1.373, 2.308], [2.270, -2.687, -4.103], [-2.498, -0.796, -1.672], [-0.656, -2.679, -3.298], [-1.857, -0.555, 1.706], [1.378, -2.998, -1.425], [0.339, -0.146, -5.193], [1.710, 3.820, 5.520], [3.137, 1.983, 2.763], [0.384, 0.293, -3.847], [-1.197, 1.347, 5.097], [1.721, -4.123, -3.200], [1.006, 1.537, -3.595], [-0.522, 2.169, 4.860], [-1.113, 3.081, 4.735], [-1.527, -2.215, -3.753], [-1.020, -0.531, -1.935], [2.112, -4.336, -5.176], [0.167, 2.289, 5.699], [-0.573, -3.989, -0.706], [-0.998, 1.634, -0.992], [-2.996, 0.164, -1.793], [-3.633, 0.616, 0.575], [0.980, 5.089, 4.529], [0.169, 1.829, 3.672], [-0.031, -1.639, -2.363]],
  "nbo_charge": [0.245, -0.527, -0.614, -0.082, -0.689, 0.218, 0.222, -0.835, -0.196, 0.222, 0.167, -0.077, 0.808, 0.053, 0.370, -0.822, -0.474, 0.353, 0.186, 0.219, 0.232, 0.251, 0.192, -0.235, 0.224, -0.727, -0.443, 0.245, 0.177, -0.143, -0.445, -0.730, 0.188, -0.907, 0.201, 0.351, 2.555, 0.187, 0.150, -0.889, -0.249, 0.172, 0.228, 0.575, -0.368, 0.168, 0.357, 0.412, 0.227, -0.552, 0.203, -0.556, 0.204],
  "total_charge": 0
}

Entry 3:
{
  "formula": "C7H10BrN2",
  "method": "ωB97M-V/def2-TZVPD",
  "elements": ["N", "H", "H", "H", "C", "C", "H", "C", "H", "C", "C", "H", "H", "H", "C", "H", "N", "C", "Br", "H"],
  "xyz": [[-0.603, 0.302, 2.230], [-1.770, 2.480, 1.453], [1.630, -1.062, 1.114], [0.159, -0.457, 2.210], [-0.264, 0.272, -1.375], [0.089, -0.634, -2.394], [0.755, -2.413, -2.946], [0.215, -0.012, -0.132], [1.965, -2.809, -0.723], [1.154, -0.987, 0.151], [1.316, -1.953, -0.907], [-0.636, 0.962, 3.037], [-1.313, 2.320, -0.234], [-0.487, -0.487, -3.366], [0.766, -1.748, -2.176], [-1.108, 0.914, -1.594], [-1.404, 1.907, 0.685], [-0.337, 1.124, 1.063], [1.376, 2.337, 1.726], [-1.503, -0.057, 2.180]],
  "nbo_charge": [-0.737, 0.406, 0.223, 0.485, -0.244, -0.139, 0.238, -0.029, 0.238, -0.276, -0.133, 0.458, 0.431, 0.232, -0.211, 0.226, -0.834, 0.349, -0.124, 0.441],
  "e_above_lowest_ev": 1.3107,
  "total_charge": 1
}

Entry 4:
{
  "formula": "C20H14N6OS2",
  "method": "ωB97M-V/def2-TZVPD",
  "elements": ["H", "C", "C", "C", "H", "C", "H", "N", "S", "S", "H", "H", "C", "C", "H", "H", "H", "C", "C", "N", "O", "C", "H", "C", "C", "H", "C", "H", "C", "C", "C", "N", "N", "H", "H", "C", "N", "N", "C", "C", "H", "C", "C"],
  "xyz": [[-2.510, 7.442, -3.152], [0.071, 3.361, -1.923], [-2.251, 0.845, 1.305], [0.343, -3.538, 2.280], [-3.149, 2.583, -3.277], [-1.169, 3.249, -1.432], [3.159, -2.618, 2.600], [-0.599, -5.441, 2.932], [0.615, -1.831, 1.952], [1.153, 2.158, -1.190], [0.201, 4.031, -2.732], [-1.815, -2.024, 1.137], [3.539, -3.457, 2.107], [-1.180, -1.315, 1.721], [5.369, -6.666, 1.089], [6.596, -4.562, 0.895], [-1.185, 6.125, -1.375], [4.871, -3.408, 1.742], [-3.789, 4.455, -4.002], [1.308, -4.602, 2.129], [-3.383, 2.645, 0.553], [-1.163, 0.056, 1.124], [-4.297, 3.874, -4.756], [3.426, -5.749, 1.513], [-1.887, 5.614, -2.077], [-1.519, -1.227, 2.743], [-3.570, 5.865, -3.973], [-3.987, 6.539, -4.694], [-2.575, 6.395, -3.027], [-2.378, 2.017, 0.456], [2.726, -4.558, 1.865], [0.664, -5.721, 2.586], [-0.056, 0.463, 0.303], [2.895, -6.728, 1.425], [5.476, -2.486, 1.680], [5.627, -4.471, 1.373], [-0.787, -4.034, 2.748], [-1.298, 2.408, -0.342], [4.874, -5.692, 1.365], [-0.197, 1.550, -0.373], [-3.093, 0.635, 1.968], [-2.080, 4.201, -2.191], [-2.995, 3.620, -3.077]],
  "nbo_charge": [0.212, -0.392, -0.342, 0.169, 0.219, 0.142, 0.224, -0.044, 0.285, 0.431, 0.255, 0.267, -0.231, -0.522, 0.215, 0.233, 0.238, -0.199, -0.193, -0.229, -0.571, 0.206, 0.217, -0.222, -0.218, 0.247, -0.210, 0.216, -0.195, 0.629, 0.143, -0.046, -0.515, 0.246, 0.220, -0.223, -0.343, -0.420, -0.181, 0.265, 0.248, -0.045, -0.188],
  "total_charge": 0
}

no.,LUMO level (eV),energy (eV)
1,0.7,-18722.1843
2,-0.5,-50348.8708
3,-3.9,-80435.6905
4,0.0,-53621.4364